# 1
The following is a quantum chemistry calculation of a structure of composition C33H57ClN2O2SiV, from the OMol25 dataset.

Positions of all 97 atoms, in Å:
O  2.016  -2.323  -3.328
O  0.809  -0.684  -4.900
C  3.180  -2.491  -2.510
C  3.504  -3.921  -2.133
H  3.055  -1.865  -1.608
H  3.996  -2.049  -3.100
H  2.981  -4.211  -1.216
H  4.575  -3.987  -1.924
H  3.261  -4.621  -2.939
C  0.852  -3.079  -2.937
C  0.406  -4.004  -4.037
H  0.069  -2.344  -2.703
H  1.060  -3.644  -2.017
H  0.131  -3.445  -4.941
H  -0.472  -4.562  -3.690
H  1.195  -4.728  -4.274
C  -0.423  -0.516  -5.627
C  1.930  -0.782  -5.802
C  -1.552  -0.632  -4.646
H  -0.502  -1.295  -6.405
H  -0.426  0.473  -6.123
H  -1.582  -1.634  -4.202
H  -2.503  -0.467  -5.162
H  -1.457  0.108  -3.846
C  2.049  -2.119  -6.474
H  2.812  -0.573  -5.190
H  1.856  0.018  -6.559
H  2.074  -2.922  -5.733
H  2.985  -2.126  -7.039
H  1.229  -2.283  -7.179
H  1.060  -0.599  -3.112
N  -0.577  -0.123  0.773
C  -1.328  0.285  1.827
C  -2.014  1.501  1.808
C  -2.315  2.272  0.681
C  -1.405  -0.607  3.032
H  -0.408  -0.915  3.379
H  -1.997  -1.516  2.843
H  -1.894  -0.056  3.843
C  -3.445  3.260  0.717
H  -4.166  3.112  -0.101
H  -3.077  4.295  0.667
H  -3.983  3.138  1.662
N  -1.579  2.186  -0.447
C  -0.186  -1.507  0.710
C  1.096  -1.887  1.155
C  2.058  -0.895  1.732
C  1.456  -3.235  1.095
H  2.460  -3.515  1.416
C  0.538  -4.196  0.674
H  0.825  -5.249  0.662
C  -0.747  -3.819  0.286
H  -1.474  -4.569  -0.030
C  -1.128  -2.477  0.301
C  -2.516  -2.096  -0.127
C  -1.980  2.908  -1.630
C  -1.493  4.208  -1.883
C  -0.806  5.008  -0.816
C  -1.715  4.769  -3.141
H  -1.324  5.767  -3.353
C  -2.415  4.064  -4.118
H  -2.537  4.488  -5.115
C  -2.987  2.826  -3.821
H  -3.581  2.289  -4.565
C  -2.825  2.262  -2.557
C  -3.503  0.979  -2.173
V  0.148  1.280  -0.401
H  2.560  -0.289  0.961
H  2.843  -1.440  2.274
H  1.590  -0.202  2.447
H  -2.550  -1.789  -1.185
H  -2.942  -1.283  0.477
H  -3.183  -2.963  -0.025
H  -0.081  5.698  -1.269
H  -0.274  4.389  -0.080
H  -1.524  5.638  -0.265
H  -4.067  1.077  -1.233
H  -2.784  0.152  -2.041
H  -4.215  0.676  -2.951
H  -2.516  1.782  2.732
C  0.842  0.206  -2.196
Si  1.784  1.730  -2.878
H  -0.269  0.228  -2.136
H  1.260  -0.320  -1.318
C  3.506  1.126  -3.334
C  2.127  3.283  -1.861
C  0.869  2.419  -4.368
H  0.914  3.515  -4.359
H  -0.192  2.140  -4.365
H  1.310  2.077  -5.313
H  4.225  1.454  -2.571
H  3.809  1.562  -4.293
H  3.578  0.036  -3.410
H  2.593  3.062  -0.892
H  1.233  3.896  -1.687
H  2.837  3.894  -2.442
Cl  1.228  2.455  1.170

Calculated values
* <S²>: 2.027
* spin multiplicity: 3
* energy: -88305.471 eV
* energy above the lowest of the compared OMol25 structures with the same formula, charge and spin: 0.0000 eV
* HOMO (alpha / beta): -11.38 / -11.62 eV
* net charge: +1

Here are the Mulliken charges for atoms 1 to 8, given in e: 0.045 -0.047 -0.282 -1.316 0.086 0.517 0.239 0.431



# 2
The following is a quantum chemistry calculation of a cluster of 2 separate species, C3H7INS in total, from the OMol25 dataset.

Positions of all 13 atoms, in Å:
C  0.927  -1.447  -0.664
C  -0.932  -1.276  0.273
C  0.019  -0.329  -0.344
N  0.043  -2.299  0.003
S  0.177  4.373  0.267
I  -0.420  1.421  -1.296
H  0.829  -1.742  -1.692
H  2.035  -1.471  -0.469
H  -1.055  -1.205  1.351
H  -1.975  -1.428  -0.120
H  -0.317  5.190  1.073
H  0.363  -3.071  0.580
H  0.307  3.286  1.038

Calculated values
* spin multiplicity: 1
* energy: -23639.302 eV
* energy above the lowest of the compared OMol25 structures with the same formula, charge and spin: 3.0200 eV
* HOMO (alpha / beta): -12.87 / -12.87 eV
* net charge: +1

Here are the Mulliken charges for atoms 1 to 8, given in e: -0.257 -0.356 -0.086 -0.257 -0.292 0.487 0.263 0.339



# 3
The following is a quantum chemistry calculation of a structure of composition C31H63O15PbS7, from the OMol25 dataset.

Positions of all 117 atoms, in Å:
Pb  15.112  14.912  -21.022
C  14.457  7.830  -18.351
C  15.420  8.341  -19.446
C  15.869  7.162  -20.310
O  15.027  9.425  -20.166
H  14.840  6.890  -17.952
H  13.503  7.614  -18.832
H  14.362  8.569  -17.556
H  16.292  8.675  -18.884
H  16.639  7.544  -20.980
H  15.069  6.696  -20.886
H  16.340  6.440  -19.644
C  16.441  14.045  -13.093
C  17.016  15.502  -12.848
C  18.295  15.751  -13.730
S  18.482  14.284  -14.838
O  19.859  13.916  -15.015
O  17.559  14.581  -15.926
C  17.574  13.149  -13.617
H  15.680  14.086  -13.872
H  16.045  13.606  -12.177
H  17.205  15.702  -11.794
H  16.264  16.247  -13.107
H  19.236  15.872  -13.194
H  18.306  16.566  -14.453
H  18.306  12.953  -12.834
H  17.342  12.210  -14.120
C  19.444  21.308  -26.553
C  18.437  22.103  -25.735
C  17.026  21.554  -26.048
S  17.124  19.707  -26.304
O  16.268  19.343  -27.433
O  16.925  18.986  -24.995
C  18.968  19.800  -26.641
H  20.440  21.472  -26.141
H  19.558  21.629  -27.588
H  18.476  23.127  -26.106
H  18.572  22.104  -24.653
H  16.624  22.001  -26.957
H  16.223  21.662  -25.319
H  19.097  19.370  -27.635
H  19.435  19.144  -25.906
C  8.290  13.395  -14.094
C  8.665  12.218  -15.032
C  8.440  12.819  -16.495
S  9.078  14.512  -16.421
O  8.095  15.343  -17.093
O  10.484  14.552  -16.800
C  8.897  14.720  -14.592
H  8.513  13.322  -13.030
H  7.207  13.517  -14.083
H  7.909  11.455  -14.848
H  9.674  11.811  -14.966
H  7.358  12.837  -16.620
H  8.932  12.405  -17.375
H  8.350  15.615  -14.294
H  9.914  14.811  -14.209
C  13.910  10.400  -30.207
C  13.778  9.488  -28.988
C  14.846  9.923  -27.953
S  14.945  11.816  -28.081
O  16.286  12.330  -28.294
O  14.218  12.430  -26.935
C  14.077  11.865  -29.726
H  13.172  10.208  -30.985
H  14.772  10.139  -30.820
H  13.994  8.424  -29.080
H  12.778  9.663  -28.591
H  15.874  9.715  -28.248
H  14.681  9.520  -26.954
H  14.554  12.568  -30.409
H  13.032  12.115  -29.543
C  22.774  9.480  -22.388
C  22.948  9.745  -23.886
C  21.744  10.637  -24.275
S  21.559  11.874  -22.931
O  20.146  12.071  -22.613
O  22.476  12.956  -23.166
C  22.368  10.785  -21.609
H  23.706  9.127  -21.947
H  22.082  8.658  -22.205
H  22.828  8.845  -24.490
H  23.926  10.162  -24.130
H  20.914  9.931  -24.244
H  21.770  11.229  -25.190
H  21.570  10.602  -20.889
H  23.157  11.339  -21.101
C  10.877  22.504  -17.041
C  11.738  22.066  -15.869
C  13.191  22.076  -16.358
S  13.140  21.584  -18.162
O  13.285  20.144  -18.437
O  13.690  22.611  -19.058
C  11.324  21.719  -18.280
H  10.927  23.592  -17.080
H  9.880  22.190  -16.732
H  11.385  21.071  -15.597
H  11.734  22.636  -14.940
H  14.050  21.641  -15.847
H  13.377  23.149  -16.344
H  10.772  20.779  -18.280
H  11.305  22.305  -19.198
C  7.593  16.591  -26.571
C  6.773  16.732  -25.181
C  7.553  17.657  -24.350
S  9.300  17.420  -24.710
O  9.862  16.634  -23.601
O  9.916  18.744  -25.070
C  9.087  16.376  -26.201
H  7.531  17.540  -27.104
H  7.167  15.764  -27.139
H  6.678  15.829  -24.578
H  5.718  16.974  -25.310
H  7.530  17.712  -23.262
H  7.493  18.638  -24.821
H  9.150  15.335  -25.884
H  9.943  16.571  -26.847

Calculated values
* spin multiplicity: 1
* energy: -144955.542 eV
* energy above the lowest of the compared OMol25 structures with the same formula, charge and spin: 11.2660 eV
* HOMO: -9.23 eV
* net charge: +1

Here are the Mulliken charges for atoms 1 to 8, given in e: 1.064 -1.114 0.571 -1.156 -0.498 0.338 0.333 0.289



# 4
The following is a quantum chemistry calculation of a structure of composition CH2N4O3, from the OMol25 dataset.

Positions of all 10 atoms, in Å:
C  -2.117  1.083  0.230
N  -2.829  1.629  0.898
N  -1.061  0.646  -0.485
N  -0.456  -0.484  -0.323
N  -1.209  -1.593  -0.051
O  -2.346  -1.507  -0.501
O  -0.538  -2.499  0.341
O  0.691  -0.328  1.014
H  -0.596  1.416  -0.932
H  1.129  -1.179  1.028

Calculated values
* <S²>: 2.011
* spin multiplicity: 3
* energy: -13161.622 eV
* energy above the lowest of the compared OMol25 structures with the same formula, charge and spin: 3.4984 eV
* HOMO (alpha / beta): -8.48 / -11.31 eV
* net charge: 0

Here are the Mulliken charges for atoms 1 to 8, given in e: 0.405 -0.312 -0.053 -0.237 1.145 -0.591 -0.643 -0.381



# 5
The following is a quantum chemistry calculation of the ion C5H11N2 with charge +1, from the OMol25 dataset.

Positions of all 18 atoms, in Å:
C  -0.506  0.894  -0.551
C  2.032  0.035  -0.376
C  3.244  0.205  0.405
C  -2.824  0.647  -0.426
C  -1.479  -1.250  0.278
N  0.857  0.565  -0.122
N  -1.473  0.127  -0.274
H  2.091  -0.626  -1.291
H  3.129  -0.107  1.572
H  3.619  1.212  0.166
H  4.053  -0.501  0.063
H  -2.673  1.742  -0.705
H  -3.344  0.115  -1.165
H  -3.320  0.526  0.464
H  -2.201  -1.276  1.165
H  -1.634  -2.058  -0.441
H  -0.455  -1.515  0.643
H  0.885  1.266  0.596

Calculated values
* spin multiplicity: 1
* energy: -8333.487 eV
* energy above the lowest of the compared OMol25 structures with the same formula, charge and spin: 3.6320 eV
* HOMO (alpha / beta): -13.27 / -13.27 eV
* net charge: +1

Here are the Mulliken charges for atoms 1 to 8, given in e: -0.252 0.323 -1.076 -0.907 -0.784 -0.007 0.121 0.362



# 6
The following is a quantum chemistry calculation of the molecule C5H6S, from the OMol25 dataset.

Positions of all 12 atoms, in Å:
C  -1.421  1.134  0.171
C  -0.089  1.323  0.031
C  0.753  0.134  -0.355
C  0.988  -1.039  0.525
C  -0.183  -1.047  -0.395
S  -1.914  -0.629  -0.009
H  -2.066  1.889  0.334
H  0.472  2.253  0.222
H  1.410  0.295  -1.079
H  0.606  -0.890  1.575
H  1.728  -1.582  0.188
H  -0.284  -1.842  -1.208

Calculated values
* SMILES: C1=C[C@H]2C[C@H]2S1
* spin multiplicity: 1
* energy: -16114.971 eV
* energy above the lowest of the compared OMol25 structures with the same formula, charge and spin: 1.5677 eV
* HOMO: -8.09 eV
* net charge: 0

Here are the Mulliken charges for atoms 1 to 8, given in e: -0.454 -0.486 -0.301 -0.664 -0.064 -0.180 0.483 0.318



# 7
The following is a quantum chemistry calculation of a cluster of 2 separate species, C22H26ClN7O4 in total, from the OMol25 dataset.

Positions of all 60 atoms, in Å:
C  -2.218  -0.458  1.023
N  -2.075  -0.896  -0.372
C  -1.649  -0.145  -1.464
N  -1.234  1.170  -1.385
C  -0.655  1.897  -2.386
O  -0.376  3.035  -2.050
N  -0.414  1.377  -3.639
C  0.164  1.985  -4.756
C  0.987  3.123  -4.683
C  1.541  3.679  -5.838
C  1.279  3.102  -7.082
C  0.472  1.965  -7.165
C  -0.078  1.400  -6.010
Cl  -1.074  -0.032  -6.163
N  -1.697  -0.834  -2.578
C  -2.173  -2.079  -2.217
C  -2.421  -3.177  -3.037
C  -2.908  -4.361  -2.465
C  -3.139  -4.430  -1.082
C  -2.888  -3.317  -0.269
C  -2.406  -2.144  -0.855
H  -1.676  0.474  1.201
H  -3.275  -0.294  1.256
H  -1.823  -1.220  1.701
H  -1.335  1.666  -0.511
H  -0.846  0.464  -3.791
H  1.218  3.590  -3.733
H  2.174  4.559  -5.768
H  1.706  3.534  -7.982
H  0.269  1.508  -8.128
H  -2.234  -3.098  -4.103
H  -3.105  -5.224  -3.095
H  -3.518  -5.348  -0.641
H  -3.074  -3.367  0.799
C  4.428  1.070  4.588
N  3.132  0.476  4.263
C  2.322  0.895  3.286
O  2.610  1.837  2.552
C  0.976  0.178  3.035
C  -0.152  0.731  3.933
C  -0.503  2.203  3.738
N  -0.092  2.864  2.681
O  -1.186  2.791  4.550
N  0.987  -1.296  3.100
C  1.298  -2.068  4.144
C  1.271  -3.560  3.906
O  1.593  -1.634  5.248
H  4.395  2.151  4.435
H  4.676  0.867  5.631
H  5.201  0.645  3.945
H  2.793  -0.283  4.847
H  0.715  0.423  2.005
H  -1.062  0.165  3.751
H  0.123  0.596  4.979
H  0.727  2.546  2.180
H  -0.347  3.836  2.669
H  0.780  -1.785  2.243
H  0.261  -3.866  3.639
H  1.573  -4.069  4.821
H  1.962  -3.815  3.104

Calculated values
* SMILES: Cn1c(NC(=O)Nc2ccccc2Cl)nc2ccccc21.CNC(=O)[C@H](CC(N)=O)NC(C)=O
* spin multiplicity: 1
* energy: -54382.407 eV
* HOMO: -8.52 eV
* net charge: 0

Here are the Mulliken charges for atoms 1 to 8, given in e: -0.880 0.342 0.392 -0.009 0.445 -0.708 -0.005 0.252



# 8
The following is a quantum chemistry calculation of a structure of composition C3H6O2, from the OMol25 dataset.

Positions of all 11 atoms, in Å:
C  0.092  0.449  -0.383
C  -0.880  -0.099  0.647
C  1.157  -0.072  0.409
H  -1.207  -0.275  -1.908
H  0.145  1.603  -0.496
H  -1.726  0.487  1.092
H  -1.315  -1.044  0.216
H  2.067  0.432  0.602
H  1.470  -1.091  0.018
O  -0.001  -0.164  -1.685
O  0.198  -0.225  1.487

Calculated values
* spin multiplicity: 1
* energy: -7299.963 eV
* energy above the lowest of the compared OMol25 structures with the same formula, charge and spin: 3.7151 eV
* HOMO: -9.73 eV
* net charge: 0

Here are the Mulliken charges for atoms 1 to 8, given in e: 0.389 -0.491 -0.469 0.340 0.182 0.255 0.273 0.289